(1)
ORCA calculation (ωB97M-V/def2-TZVPD) on 21 unconnected molecules or ions with the total composition C20H64N4O20.

LUMO level: -0.38 eV
HOMO-LUMO gap: 7.604 eV
Multiplicity: 1
HOMO energy: -7.98 eV
Total charge: 0

Cartesian coordinates (Å):
1 N 0.146 2.892 0.408
2 N -0.599 3.613 1.314
3 C -0.348 1.685 0.307
4 C -1.536 2.847 1.791
5 C -0.771 -0.055 -1.530
6 C 0.106 0.715 -0.669
7 C 0.065 -0.875 -2.284
8 C 1.391 0.473 -0.975
9 C 3.575 -0.485 -3.006
10 C 2.773 -2.639 -2.223
11 C 4.816 -1.080 -3.376
12 C 4.019 -3.215 -2.608
13 C 2.551 -1.269 -2.430
14 C 5.013 -2.457 -3.300
15 N 1.397 -0.634 -1.907
16 N -1.440 1.612 1.167
17 C -0.447 -1.950 -3.255
18 C 2.568 0.886 -0.140
19 C 6.275 -3.134 -3.694
20 C -2.612 3.178 2.805
21 C -2.400 0.472 1.319
22 C -4.060 3.134 2.251
23 C -3.785 0.915 0.946
24 C -4.560 1.674 2.054
25 H -1.835 0.044 -1.643
26 H 3.434 0.551 -3.156
27 H 1.951 -3.191 -1.789
28 H 5.596 -0.490 -3.802
29 H 4.099 -4.209 -2.363
30 H 0.147 -1.940 -4.163
31 H -1.443 -1.778 -3.496
32 H -0.490 -2.905 -2.759
33 H 3.090 -0.018 0.159
34 H 2.293 1.563 0.634
35 H 3.247 1.512 -0.790
36 H 6.249 -4.128 -3.364
37 H 7.039 -2.545 -3.165
38 H 6.408 -3.136 -4.783
39 H -2.418 2.555 3.667
40 H -2.392 4.206 3.078
41 H -2.067 -0.368 0.722
42 H -2.351 0.093 2.357
43 H -4.218 3.636 1.325
44 H -4.646 3.694 3.040
45 H -4.314 -0.023 0.624
46 H -3.865 1.545 -0.026
47 H -5.608 1.670 1.810
48 H -4.545 1.117 2.937
49 O 6.402 -6.812 -1.792
50 H 6.939 -7.521 -1.310
51 H 6.949 -6.481 -2.576
52 O 5.754 2.024 0.916
53 H 5.967 1.190 0.384
54 H 5.278 1.744 1.764
55 O 4.383 1.725 -5.122
56 H 4.411 1.224 -6.001
57 H 3.713 1.266 -4.519
58 O 4.407 -5.593 -0.167
59 H 4.746 -4.666 0.054
60 H 5.132 -6.080 -0.677
61 O -2.284 6.271 4.979
62 H -2.107 5.426 5.507
63 H -3.267 6.294 4.740
64 O -1.120 4.067 -2.040
65 H -0.511 4.019 -1.233
66 H -1.951 4.581 -1.778
67 O -3.152 2.306 -3.235
68 H -3.279 3.056 -3.903
69 H -2.281 2.465 -2.745
70 O -7.674 3.845 2.243
71 H -7.836 4.653 1.656
72 H -7.777 4.131 3.208
73 O -3.596 6.620 1.470
74 H -2.624 6.847 1.634
75 H -4.033 6.438 2.364
76 O 7.281 -6.331 -4.429
77 H 6.331 -6.301 -4.777
78 H 7.746 -7.126 -4.847
79 O -7.660 1.423 3.894
80 H -8.663 1.443 4.029
81 H -7.414 2.162 3.248
82 O 0.558 -5.457 -3.738
83 H 0.255 -6.421 -3.796
84 H 0.465 -5.155 -2.777
85 O 1.004 -2.860 0.743
86 H 1.831 -2.955 1.318
87 H 0.722 -1.888 0.756
88 O 1.653 2.631 2.822
89 H 1.142 2.775 3.683
90 H 1.018 2.781 2.049
91 O -0.976 0.455 5.088
92 H -1.668 -0.198 5.433
93 H -0.137 -0.063 4.864
94 O -0.086 -5.114 -0.552
95 H -1.064 -5.251 -0.335
96 H 0.233 -4.290 -0.060
97 O -5.806 -0.212 5.109
98 H -6.445 0.498 4.776
99 H -6.312 -0.821 5.740
100 O -5.376 -1.621 2.763
101 H -5.437 -0.860 3.427
102 H -5.013 -2.432 3.247
103 O 2.331 -1.693 -5.548
104 H 1.646 -0.956 -5.659
105 H 2.592 -1.734 -4.571
106 O 0.065 3.079 5.298
107 H -0.503 3.425 6.061
108 H -0.400 2.273 4.900



(2)
ORCA calculation (ωB97M-V/def2-TZVPD) on 2 unconnected molecules or ions with the total composition C8H12IN2.

LUMO level (spin up / spin down): -5.32 / -7.39 eV
HOMO-LUMO gap (spin up / spin down): 4.820 / 4.539 eV
Multiplicity: 3
Expectation value of S²: 2.046
HOMO energy (spin up / spin down): -10.14 / -11.93 eV
Total charge: +1

Cartesian coordinates (Å):
1 C 2.244 1.177 0.060
2 C 0.911 1.531 0.080
3 C -0.098 1.160 -0.787
4 C -2.498 -1.728 -1.021
5 C 0.495 2.669 0.983
6 C -4.432 -1.900 0.508
7 C 4.259 -0.085 -0.089
8 C -3.610 -2.285 -0.704
9 N 2.860 0.031 -0.347
10 N -0.959 0.895 -1.531
11 I 1.877 -1.621 -0.979
12 H 2.855 1.710 0.746
13 H -1.641 -1.451 -1.474
14 H 0.188 2.212 1.928
15 H 1.381 3.224 1.184
16 H -0.352 3.165 0.588
17 H -5.485 -2.031 0.297
18 H -4.197 -0.758 0.504
19 H -3.957 -2.385 1.336
20 H 4.641 -0.977 -0.468
21 H 4.902 0.643 -0.593
22 H 4.518 -0.020 0.969
23 H -3.901 -3.175 -1.190



(3)
ORCA calculation (ωB97M-V/def2-TZVPD) on 7 unconnected molecules or ions with the total composition C17H39F6N7O9S2.

LUMO level: 0.42 eV
HOMO-LUMO gap: 9.805 eV
Multiplicity: 1
HOMO energy: -9.38 eV
Total charge: 0

Cartesian coordinates (Å):
1 N 0.036 0.385 -0.456
2 H 0.768 0.555 -1.186
3 H -0.919 0.366 -0.828
4 H 0.067 1.113 0.294
5 H 0.329 -0.520 -0.012
6 C 0.411 -0.593 -3.913
7 F 0.279 -1.068 -5.130
8 F -0.346 0.506 -3.784
9 F -0.027 -1.500 -3.012
10 S 2.204 -0.234 -3.628
11 O 2.801 -1.482 -3.304
12 O 2.570 0.412 -4.836
13 N 2.114 0.783 -2.334
14 S 3.311 1.848 -2.542
15 O 4.583 1.248 -2.776
16 O 2.962 2.958 -3.379
17 C 3.404 2.531 -0.838
18 F 4.135 3.613 -0.851
19 F 2.188 2.837 -0.377
20 F 3.955 1.615 0.004
21 C -2.973 -0.369 2.251
22 C -2.159 -0.919 3.398
23 O -2.553 -0.813 4.552
24 N -1.033 -1.619 3.106
25 C -0.219 -2.173 4.158
26 H -2.393 0.144 1.486
27 H -3.711 0.301 2.672
28 H -3.423 -1.233 1.755
29 H -0.724 -1.693 2.150
30 H 0.598 -1.503 4.447
31 H 0.224 -3.114 3.824
32 H -0.811 -2.415 5.034
33 C -4.021 2.576 -1.524
34 C -2.520 2.726 -1.382
35 O -1.912 2.351 -0.370
36 N -1.888 3.349 -2.405
37 C -0.452 3.604 -2.448
38 H -4.465 2.323 -0.564
39 H -4.221 1.735 -2.189
40 H -4.489 3.517 -1.812
41 H -2.400 3.626 -3.223
42 H 0.055 2.730 -2.865
43 H -0.075 3.793 -1.449
44 H -0.236 4.410 -3.141
45 C 3.116 -3.052 1.198
46 C 2.363 -2.194 0.217
47 O 1.131 -2.008 0.336
48 N 3.041 -1.584 -0.751
49 C 4.424 -1.712 -1.176
50 H 2.685 -4.058 1.200
51 H 2.927 -2.700 2.209
52 H 4.175 -3.111 0.977
53 H 2.504 -0.897 -1.274
54 H 4.777 -2.728 -1.021
55 H 5.056 -1.000 -0.645
56 H 4.457 -1.508 -2.242
57 C 2.052 0.966 3.042
58 C 0.681 1.590 3.067
59 O 0.013 1.669 2.037
60 N 0.261 2.064 4.257
61 C -1.099 2.570 4.484
62 H 2.452 0.870 4.053
63 H 2.706 1.535 2.381
64 H 2.037 -0.032 2.601
65 H 0.944 2.252 4.966
66 H -1.569 2.775 3.530
67 H -1.003 3.466 5.092
68 H -1.655 1.805 5.021
69 C -3.507 -1.651 -2.877
70 C -2.968 -1.901 -1.491
71 O -2.439 -0.998 -0.836
72 N -3.051 -3.183 -1.042
73 C -2.367 -3.709 0.126
74 H -4.432 -2.212 -3.042
75 H -2.755 -1.901 -3.619
76 H -3.811 -0.611 -2.965
77 H -3.587 -3.842 -1.579
78 H -1.716 -4.527 -0.204
79 H -3.091 -4.196 0.782
80 H -1.775 -2.955 0.614



(4)
ORCA calculation (ωB97M-V/def2-TZVPD) on a molecular structure, C29H36Cl2N4O2P2Pt.

LUMO level (spin up / spin down): -7.05 / -8.82 eV
HOMO-LUMO gap (spin up / spin down): 6.325 / 4.538 eV
Multiplicity: 5
Expectation value of S²: 6.037
HOMO energy (spin up / spin down): -13.38 / -13.36 eV
Total charge: +2

Cartesian coordinates (Å):
1 Pt -1.106 -0.421 -0.234
2 C -2.189 -2.189 0.046
3 C -1.112 -2.411 -0.871
4 C -1.323 -2.567 -2.346
5 C -2.110 -1.403 -2.966
6 C -2.021 -0.156 -2.124
7 C -2.913 0.254 -1.094
8 C -4.047 -0.602 -0.608
9 C -3.624 -2.055 -0.367
10 C -0.833 1.567 0.366
11 H -2.105 -2.760 0.972
12 H -0.344 -3.083 -0.461
13 H -1.830 -3.523 -2.498
14 H -0.346 -2.644 -2.830
15 H -1.676 -1.183 -3.954
16 H -3.147 -1.687 -3.180
17 H -1.481 0.638 -2.640
18 H -3.023 1.334 -0.935
19 H -4.941 -0.541 -1.245
20 H -4.350 -0.198 0.381
21 H -4.258 -2.498 0.425
22 H -3.753 -2.684 -1.257
23 H -1.807 1.746 0.833
24 H -0.670 2.324 -0.411
25 H -0.078 1.697 1.141
26 P 1.090 1.001 -1.514
27 P 0.758 -1.331 1.039
28 N -0.148 2.386 -2.968
29 N 2.237 2.218 -1.576
30 N -0.282 -2.336 2.384
31 N 1.988 -1.083 2.227
32 C 2.223 -0.439 -1.392
33 C 1.886 -1.658 -0.470
34 C -1.352 2.982 -2.666
35 C -1.935 3.552 -3.803
36 C -1.033 3.314 -4.867
37 C 0.061 2.609 -4.312
38 C 2.245 3.411 -0.823
39 C 2.945 4.358 -1.539
40 C 3.356 3.764 -2.780
41 C 2.907 2.468 -2.793
42 C -1.500 -1.847 2.870
43 C -2.195 -2.843 3.553
44 C -1.364 -3.999 3.530
45 C -0.209 -3.673 2.804
46 C 2.452 -1.965 3.217
47 C 3.683 -1.522 3.672
48 C 4.029 -0.364 2.904
49 C 2.981 -0.109 2.039
50 H 3.207 -0.019 -1.144
51 H 2.256 -0.788 -2.446
52 H 1.360 -2.413 -1.073
53 H 2.816 -2.112 -0.100
54 H -1.795 2.937 -1.681
55 H -2.900 4.044 -3.807
56 H -1.155 3.607 -5.900
57 H 0.941 2.254 -4.826
58 H 1.782 3.408 0.149
59 H 3.138 5.376 -1.225
60 H 3.900 4.248 -3.581
61 H 2.990 1.686 -3.533
62 H -1.813 -0.824 2.682
63 H -3.175 -2.711 3.993
64 H -1.581 -4.953 4.001
65 H 0.674 -4.270 2.633
66 H 1.852 -2.799 3.528
67 H 4.261 -1.973 4.472
68 H 4.937 0.228 2.980
69 H 2.853 0.631 1.268
70 Cl -0.083 2.380 5.756
71 C 1.032 1.244 4.979
72 Cl 0.848 -0.415 5.585
73 C 0.684 1.262 3.447
74 O 1.539 1.875 2.747
75 O -0.368 0.685 3.102
76 H 2.069 1.563 5.111



Number 1: F_max 3.783 eV Å⁻¹. Number 2: F_max 3.854 eV Å⁻¹. Number 3: F_max 1.876 eV Å⁻¹. Number 4: F_max 4.107 eV Å⁻¹.